1.
Entry from the OMol25 dataset: a molecular structure, C5H8O (ωB97M-V/def2-TZVPD).

- Orbital gap: 9.31 eV
- Charge: 0

```
14
C5H8O, DFT ωB97M-V/def2-TZVPD
H -0.644 1.415 -1.571
H -0.739 -1.684 -1.043
C 1.312 0.341 1.487
O -0.258 -0.494 1.343
C 0.244 -1.207 -0.972
H 0.599 -0.953 -1.977
H 0.951 -1.908 -0.523
H -1.879 0.522 -0.641
H 1.565 0.261 2.531
H -0.911 0.116 1.732
C 0.163 0.048 -0.138
H -0.957 1.867 0.111
C -0.905 1.021 -0.582
C 1.460 0.654 0.245
```

2.
Entry from the OMol25 dataset: a single C5H8O molecule (ωB97M-V/def2-TZVPD).

- Orbital gap: 10.48 eV
- Charge: 0

```
14
C5H8O, DFT ωB97M-V/def2-TZVPD
H 1.441 -0.063 -1.919
O -1.429 -0.110 -0.083
H 0.214 1.188 -2.280
C 0.399 0.244 -1.762
C 0.000 0.181 -0.302
H 1.323 -1.101 1.035
C 0.346 -1.057 0.544
H 0.061 -1.993 0.060
H 0.874 1.223 1.599
H -1.442 -0.617 2.037
C -0.043 1.037 1.022
H -0.726 1.892 1.051
C -0.790 -0.295 1.224
H -0.229 -0.528 -2.227
```

3.
Entry from the OMol25 dataset: a single C5H8O molecule in a non-equilibrium geometry (ωB97M-V/def2-TZVPD).

- Orbital gap (spin up / spin down): 7.57 / 7.56 eV
- Charge: 0

```
14
C5H8O, DFT ωB97M-V/def2-TZVPD
H -0.845 -1.538 -0.527
H 3.716 -0.396 -0.231
O -2.186 1.291 0.754
H 2.908 0.617 -1.548
H -3.055 -0.288 -0.152
C -2.163 -0.077 0.453
C -0.890 -0.455 -0.339
C 0.320 0.203 0.199
C 2.800 0.012 -0.658
H 2.139 -0.042 1.030
H -0.970 0.033 -1.331
C 1.652 -0.103 0.055
H -1.277 1.512 1.028
H -2.217 -0.703 1.363
```

4.
Entry from the OMol25 dataset: a single C5H8O molecule in a non-equilibrium geometry (ωB97M-V/def2-TZVPD).

- SMILES: O[C@@]12CC[C@@H]1C2
- Orbital gap: 9.05 eV
- Charge: 0

```
14
C5H8O, DFT ωB97M-V/def2-TZVPD
H -1.065 1.158 0.593
C -1.186 -0.750 -0.500
C 0.578 1.206 -0.821
H -0.909 -1.212 -1.452
O 1.600 0.598 1.078
C -0.301 -1.275 0.649
H -2.271 -0.766 -0.382
H 2.432 0.564 0.588
H -0.817 -1.005 1.600
C 0.703 -0.096 0.241
H 0.782 2.222 -0.393
H -0.074 -2.355 0.725
H 1.081 1.068 -1.755
C -0.585 0.622 -0.209
```

no.,energy (Ha)
1,-270.38580
2,-270.45018
3,-270.36823
4,-270.37412